{"formula": "C3H11NO3", "method": "ωB97M-V with the def2-TZVPD basis set", "e_homo_ev": -9.83, "smiles": "CCNC=O.O.O", "multiplicity": 1, "energy_ev": -10922.06009, "largest_force_ha_per_bohr": 0.0411, "de_lowest_ev": 0.9455, "orbital_gap_ev": 10.67, "species": ["C", "C", "N", "C", "O", "H", "H", "H", "H", "H", "H", "H", "O", "H", "H", "O", "H", "H"], "coordinates": [[0.239, 1.767, 1.932], [-0.692, 0.731, 1.335], [-0.262, 0.297, -0.015], [-1.087, 0.539, -1.049], [-0.788, 0.269, -2.204], [1.050, 2.091, 1.277], [-0.308, 2.676, 2.162], [0.717, 1.355, 2.817], [-1.694, 1.148, 1.192], [-0.897, -0.151, 1.945], [0.731, 0.314, -0.182], [-1.986, 1.141, -0.865], [-0.231, -2.517, -2.165], [-0.584, -1.644, -1.942], [0.180, -2.344, -3.011], [1.657, -1.754, -0.090], [1.330, -2.190, -0.905], [2.625, -1.728, -0.233]], "lowdin_charge": [-0.08, -0.23, 0.02, -0.35, -0.01, 0.07, 0.07, 0.07, 0.10, 0.11, 0.12, 0.14, -0.06, 0.00, 0.04, -0.09, 0.02, 0.05]}